{
  "formula": "C40H68BHfN8O2SSi",
  "method": "the ωB97M-V functional and the def2-TZVPD basis",
  "symbols": ["Hf", "C", "C", "C", "C", "C", "C", "C", "C", "C", "N", "N", "B", "N", "N", "C", "C", "C", "C", "C", "C", "C", "C", "C", "N", "N", "C", "C", "C", "C", "C", "C", "C", "C", "C", "H", "H", "H", "H", "H", "H", "H", "H", "H", "H", "H", "H", "H", "H", "H", "H", "H", "H", "H", "H", "H", "H", "H", "H", "H", "H", "H", "H", "H", "H", "H", "H", "H", "H", "H", "H", "H", "H", "H", "H", "H", "H", "H", "H", "H", "H", "O", "H", "H", "S", "C", "N", "C", "C", "C", "O", "H", "H", "H", "H", "H", "H", "C", "Si", "C", "C", "N", "C", "C", "C", "C", "C", "C", "H", "H", "H", "H", "H", "H", "H", "H", "H", "H", "H", "H", "H", "H"],
  "coordinates": [[0.43384, -0.01600, -1.01200], [4.19046, 2.06945, -0.65144], [3.78844, 0.72721, -0.03366], [4.99908, 0.06000, 0.62750], [2.70453, 0.90403, 0.98816], [2.83361, 1.57590, 2.18378], [1.62723, 1.44787, 2.85077], [1.48929, 1.98299, 4.25823], [1.99656, 0.93325, 5.25857], [0.16734, 2.61325, 4.68368], [0.79011, 0.72639, 2.07050], [1.45855, 0.39472, 0.90859], [-0.70622, 0.30587, 2.27537], [-1.62072, 1.06532, 1.25211], [-1.52796, 0.95798, -0.13350], [-2.54241, 1.69000, -0.63693], [-3.28666, 2.23128, 0.39415], [-2.68318, 1.84108, 1.56797], [-3.13803, 2.30470, 2.92469], [-4.61505, 1.96268, 3.14280], [-2.94070, 3.82313, 3.03764], [-2.89714, 2.05344, -2.06358], [-2.36167, 1.18509, -3.18860], [-2.56635, 3.53694, -2.29362], [-0.95600, -1.23137, 2.20100], [-0.79799, -1.92971, 1.01936], [-1.12984, -3.20648, 1.28910], [-1.47974, -3.32916, 2.62388], [-1.39896, -2.07161, 3.17811], [-1.94558, -1.86952, 4.58529], [-3.47878, -1.86321, 4.51047], [-1.47356, -0.73760, 5.48518], [-1.23502, -4.40481, 0.36612], [-2.72440, -4.71658, 0.14189], [-0.46701, -4.35793, -0.94870], [4.96697, 1.91927, -1.40573], [3.33946, 2.55483, -1.12716], [4.58803, 2.73834, 0.11647], [3.41856, 0.08856, -0.83267], [5.42952, 0.72405, 1.38027], [4.73498, -0.87754, 1.12266], [5.77286, -0.14723, -0.11392], [3.70611, 2.09504, 2.55126], [2.22022, 2.79305, 4.26864], [1.44132, -0.00005, 5.16734], [3.04926, 0.70671, 5.08262], [1.89028, 1.30020, 6.28171], [-0.55282, 1.87329, 5.01464], [0.35182, 3.28586, 5.52401], [-0.27241, 3.19922, 3.87811], [-1.00425, 0.64720, 3.35899], [-4.16069, 2.85617, 0.28773], [-2.54870, 1.82382, 3.69507], [-5.24492, 2.49436, 2.42571], [-4.80812, 0.89848, 3.02664], [-4.92574, 2.26142, 4.14626], [-3.64887, 4.34799, 2.39205], [-3.11119, 4.15298, 4.06452], [-1.93608, 4.12569, 2.74086], [-3.98542, 1.96330, -2.09576], [-1.28712, 1.01747, -3.12437], [-2.89108, 0.23153, -3.20427], [-2.53023, 1.67006, -4.14712], [-1.48826, 3.70605, -2.27046], [-2.92769, 3.85661, -3.27274], [-3.02584, 4.16580, -1.53203], [-1.79657, -4.23097, 3.12750], [-1.65680, -2.79520, 5.08642], [-3.81791, -0.99946, 3.93962], [-3.86290, -2.76155, 4.02598], [-3.90684, -1.79920, 5.51371], [-1.98288, 0.19555, 5.25427], [-1.72196, -0.99015, 6.51800], [-0.40073, -0.57872, 5.42994], [-0.82445, -5.23069, 0.95045], [-3.24259, -3.85467, -0.27923], [-2.84190, -5.56423, -0.53683], [-3.21992, -4.96436, 1.08069], [-0.64842, -3.43009, -1.48469], [0.61075, -4.44964, -0.80120], [-0.77838, -5.18759, -1.58581], [1.37922, -2.01013, -0.52585], [0.67169, -2.25196, 0.13096], [2.22993, -2.31142, -0.19359], [-0.33684, 3.54314, -4.83243], [0.75810, 3.09286, -3.77591], [0.81664, 1.90502, -1.55225], [-1.32796, -1.58589, -4.43976], [-1.73435, -1.68993, -3.01283], [-3.03628, -2.31492, -2.65655], [-0.96852, -1.31722, -2.13053], [-2.11879, -1.10762, -5.02061], [-1.20882, -2.60094, -4.83351], [-0.39260, -1.03968, -4.54048], [-3.80062, -2.08672, -3.39874], [-3.34636, -2.01000, -1.65952], [-2.88724, -3.40071, -2.66138], [1.70803, -3.16135, -3.50132], [2.82116, -1.73908, -3.02485], [4.12728, -1.60367, -4.36496], [4.00419, -2.29490, -1.64782], [1.78705, -0.32369, -2.68409], [1.91468, 0.85143, -3.47159], [1.34552, 2.08174, -2.87907], [2.09649, 3.45776, -3.31379], [3.12281, 3.34512, -4.35757], [3.20241, 2.21154, -5.07282], [2.56578, 0.97759, -4.66048], [2.21750, -4.11920, -3.35300], [1.44683, -3.09081, -4.56328], [0.78650, -3.17667, -2.91869], [4.83394, -2.42214, -4.19009], [4.68657, -0.66716, -4.31769], [3.73734, -1.71893, -5.37937], [4.23501, -3.34065, -1.88072], [3.77094, -2.25065, -0.58287], [4.93647, -1.73529, -1.76156], [0.33606, 2.73275, -1.22881], [2.18500, 4.23322, -2.55723], [3.76411, 4.19534, -4.55144], [3.87731, 2.16229, -5.91985], [2.81925, 0.09138, -5.21507]],
  "atomic_forces_ev_per_a": [[-0.1, -0.8, 0.0], [0.0, 0.0, 0.0], [0.0, 0.1, 0.0], [0.0, 0.0, 0.0], [-0.1, -0.1, 0.0], [0.1, 0.1, 0.1], [-0.1, 0.0, 0.1], [0.0, -0.1, 0.0], [0.0, 0.0, 0.0], [0.0, 0.0, 0.0], [0.1, -0.1, -0.1], [0.1, 0.3, 0.4], [0.0, -0.1, -0.1], [-0.2, 0.0, 0.0], [0.2, 0.1, 0.2], [0.0, -0.1, -0.2], [-0.2, 0.1, 0.1], [0.1, 0.0, 0.0], [0.0, 0.0, -0.1], [0.0, 0.0, 0.0], [0.0, 0.0, 0.0], [0.2, 0.1, 0.0], [-0.1, 0.0, 0.1], [0.0, 0.0, 0.1], [0.0, 0.0, 0.1], [0.0, 0.0, 0.1], [0.1, -0.1, -0.1], [-0.1, -0.1, 0.1], [0.0, 0.1, 0.0], [0.0, 0.0, -0.1], [0.0, 0.0, 0.0], [0.1, 0.0, 0.0], [0.0, 0.1, 0.0], [0.0, 0.0, 0.0], [0.0, 0.0, 0.1], [0.0, 0.0, 0.0], [0.0, 0.0, 0.0], [0.0, 0.0, 0.0], [0.0, -0.1, -0.1], [0.0, 0.0, 0.0], [0.0, 0.0, 0.0], [0.0, 0.0, 0.0], [-0.1, -0.1, 0.0], [0.0, 0.0, 0.0], [0.0, 0.0, 0.0], [0.0, 0.0, 0.0], [0.0, 0.0, -0.1], [-0.1, -0.1, 0.0], [0.0, 0.0, 0.0], [0.0, 0.0, 0.0], [-0.1, 0.1, 0.1], [0.1, 0.0, 0.0], [0.1, -0.1, 0.1], [0.0, 0.0, 0.0], [0.0, -0.1, 0.0], [0.0, 0.0, -0.1], [0.0, 0.0, 0.0], [0.0, 0.0, 0.0], [0.0, 0.0, 0.0], [-0.1, 0.0, 0.0], [0.1, 0.0, 0.0], [0.0, 0.1, 0.1], [0.0, 0.0, 0.0], [-0.1, 0.0, 0.0], [0.0, 0.0, 0.0], [0.0, 0.0, 0.0], [0.0, 0.1, 0.0], [0.0, -0.1, 0.0], [-0.1, 0.1, 0.0], [0.0, 0.0, 0.0], [0.0, 0.0, -0.1], [0.0, 0.1, 0.0], [0.0, 0.0, 0.0], [0.0, 0.0, 0.0], [0.0, -0.1, 0.0], [0.0, 0.0, 0.0], [0.0, 0.0, 0.0], [0.0, 0.0, 0.0], [0.0, -0.1, 0.1], [-0.1, 0.0, 0.0], [0.0, 0.0, 0.0], [-0.6, -0.2, 0.1], [0.2, 0.0, 0.2], [0.1, 0.2, -0.1], [-0.1, -0.1, -0.1], [0.3, 0.0, 0.1], [0.0, 0.0, -1.1], [-0.1, 0.0, -0.1], [0.2, -0.1, -0.4], [0.0, -0.1, 0.0], [-0.1, 0.3, 0.6], [0.0, 0.0, 0.0], [0.0, 0.0, 0.0], [0.0, 0.0, 0.0], [0.0, 0.0, 0.0], [0.0, 0.0, 0.0], [0.0, 0.0, 0.0], [-0.1, -0.1, -0.1], [-0.1, 0.0, 0.0], [0.0, 0.1, -0.2], [0.0, 0.0, 0.1], [-0.1, 0.8, -0.1], [0.2, -0.1, 0.0], [0.0, 0.1, 0.2], [0.1, 0.1, -0.1], [-0.1, 0.1, 0.2], [-0.1, -0.2, 0.0], [0.1, 0.0, 0.0], [-0.1, 0.1, 0.0], [0.0, 0.0, 0.1], [0.1, 0.0, -0.1], [-0.1, 0.0, 0.0], [0.0, -0.1, 0.0], [0.1, 0.0, 0.1], [0.0, 0.1, 0.0], [0.2, 0.0, 0.0], [0.0, 0.0, 0.0], [0.0, 0.0, 0.2], [0.0, 0.0, 0.0], [0.0, 0.0, 0.0], [0.0, 0.0, 0.0], [0.0, 0.1, 0.0]],
  "charge": 1,
  "de_lowest_kcal_mol": 8.0,
  "gap_ev": 6.509
}

{
  "formula": "C40H68Cl5N5O3",
  "method": "the ωB97M-V functional and the def2-TZVPD basis",
  "symbols": ["C", "C", "C", "Cl", "N", "N", "C", "C", "C", "Cl", "C", "C", "Cl", "C", "C", "C", "Cl", "C", "C", "Cl", "H", "H", "H", "H", "H", "H", "H", "H", "H", "H", "H", "H", "H", "H", "C", "C", "C", "C", "C", "C", "N", "O", "C", "C", "C", "H", "H", "H", "H", "H", "H", "H", "H", "H", "H", "H", "H", "H", "H", "H", "H", "H", "H", "C", "C", "C", "C", "C", "C", "N", "O", "C", "C", "C", "H", "H", "H", "H", "H", "H", "H", "H", "H", "H", "H", "H", "H", "H", "H", "H", "H", "H", "C", "C", "C", "C", "C", "C", "N", "O", "C", "C", "C", "H", "H", "H", "H", "H", "H", "H", "H", "H", "H", "H", "H", "H", "H", "H", "H", "H", "H"],
  "coordinates": [[1.78096, 0.38799, 4.04033], [2.92105, 1.14055, 3.13226], [2.29408, 1.41569, 1.64328], [3.44378, 2.38814, 0.50257], [0.86240, 1.99972, 1.66102], [-0.01277, 1.13842, 1.11209], [-1.35964, 1.67275, 1.17642], [-1.92029, 3.03583, 1.76373], [-3.52673, 3.36001, 1.74630], [-4.32040, 4.55845, 0.56588], [-4.36291, 2.60991, 2.76531], [-5.97869, 2.79525, 2.96941], [-3.52700, 1.36454, 3.90607], [-0.80260, 4.04408, 2.35709], [0.65411, 3.32284, 2.22733], [1.84281, 4.32996, 2.84123], [2.83435, 5.52912, 1.80843], [2.13715, 4.39140, 4.32988], [1.36547, 3.48679, 5.45782], [3.45888, 5.57033, 4.98230], [0.82773, 1.02276, 4.27508], [1.40160, -0.53749, 3.38794], [2.24247, -0.11393, 5.02042], [3.78348, 0.32893, 2.97139], [3.44714, 2.05180, 3.63663], [2.31624, 0.33265, 1.13234], [-2.18293, 0.94683, 0.70125], [-6.21846, 3.93018, 2.69436], [-6.61985, 2.03168, 2.35640], [-6.17895, 2.71712, 4.13866], [-1.01381, 5.10274, 2.80112], [1.24934, 4.18619, 6.41832], [0.24486, 3.25736, 5.11816], [1.94432, 2.53696, 5.82049], [3.52362, 9.04244, 0.21667], [2.16409, 8.92611, -0.52706], [2.30771, 7.92750, -1.70505], [3.12453, 8.49001, -2.86550], [2.57061, 9.83365, -3.32955], [2.36855, 10.86284, -2.18599], [1.69564, 10.28087, -0.97679], [0.32216, 10.17937, -1.26561], [3.73306, 11.47271, -1.76989], [1.59548, 12.08663, -2.78530], [1.22071, 8.29669, 0.55047], [3.71135, 8.16024, 0.84210], [4.38266, 9.09949, -0.45010], [3.53931, 9.91244, 0.88215], [1.31505, 7.64504, -2.08247], [2.77537, 6.99706, -1.35895], [4.17737, 8.59268, -2.58322], [3.10278, 7.78057, -3.70147], [3.23894, 10.24580, -4.09576], [1.61207, 9.64642, -3.83249], [3.62541, 12.10803, -0.88260], [4.14172, 12.10294, -2.56983], [4.50363, 10.73058, -1.57006], [0.64846, 11.79802, -3.25356], [2.18408, 12.57941, -3.56850], [1.38331, 12.83816, -2.01354], [1.11064, 8.96280, 1.41361], [1.62469, 7.34466, 0.91804], [0.22128, 8.06767, 0.16246], [2.82583, -3.65171, -1.05899], [3.00331, -4.01858, 0.44064], [3.52132, -5.47606, 0.55426], [2.45424, -6.51454, 0.21786], [1.19281, -6.29801, 1.04819], [0.64883, -4.84545, 1.00413], [1.71698, -3.80664, 1.18734], [2.02714, -3.75712, 2.55903], [-0.08814, -4.59226, -0.33742], [-0.49559, -4.73892, 2.06876], [4.13432, -3.04708, 0.91414], [3.79443, -3.46234, -1.53922], [2.37095, -4.44404, -1.65153], [2.22940, -2.74050, -1.17724], [3.88523, -5.66805, 1.57323], [4.38380, -5.62498, -0.10767], [2.21273, -6.48886, -0.84971], [2.85024, -7.51803, 0.41484], [0.42179, -7.00120, 0.70954], [1.42172, -6.57607, 2.08602], [-0.37066, -3.53744, -0.43767], [-1.01279, -5.18034, -0.39451], [0.48679, -4.87929, -1.21579], [-0.16482, -5.02599, 3.07255], [-1.32848, -5.40769, 1.82030], [-0.89827, -3.71866, 2.11731], [3.81634, -2.00199, 0.82749], [5.03773, -3.16866, 0.30280], [4.44712, -3.22724, 1.94930], [-4.30472, -8.05428, -4.66084], [-3.29707, -7.73360, -3.52207], [-2.71624, -9.05859, -2.96301], [-3.72321, -9.84306, -2.12581], [-4.31512, -8.97548, -1.01924], [-4.87822, -7.61694, -1.51431], [-3.95604, -6.90177, -2.45863], [-2.93564, -6.31386, -1.68835], [-6.25314, -7.82789, -2.20138], [-5.23566, -6.76613, -0.24828], [-2.15649, -6.96009, -4.26232], [-3.78395, -8.34408, -5.58251], [-4.96376, -8.89195, -4.43772], [-4.91962, -7.18114, -4.90485], [-1.83387, -8.85057, -2.34192], [-2.36415, -9.69516, -3.78460], [-4.52139, -10.24548, -2.75799], [-3.22437, -10.71113, -1.67835], [-5.09902, -9.54506, -0.50477], [-3.52857, -8.80003, -0.27267], [-6.60720, -6.89953, -2.66539], [-7.01367, -8.13403, -1.47202], [-6.25140, -8.61114, -2.95700], [-4.38338, -6.63853, 0.42756], [-6.02239, -7.25036, 0.34270], [-5.60375, -5.77094, -0.53032], [-2.53167, -6.02532, -4.69394], [-1.74394, -7.56024, -5.08348], [-1.30805, -6.72220, -3.61008]],
  "atomic_forces_ev_per_a": [[-0.1, -1.3, -0.6], [0.4, -0.9, 0.2], [1.9, -1.8, 0.2], [-1.5, -0.9, 1.5], [1.3, 2.4, 1.0], [-4.6, 4.4, 1.5], [-0.2, 0.0, 0.0], [3.1, 0.9, 0.2], [-1.2, -3.0, 3.5], [1.6, -1.9, 2.0], [1.3, 2.0, -2.9], [1.1, 1.1, 0.9], [-1.2, 2.0, -1.9], [0.1, -5.9, -2.7], [-2.0, 2.1, 0.5], [1.2, -0.2, 4.2], [-1.7, -2.4, 1.3], [-1.1, -0.7, -3.4], [-0.4, 1.6, 0.6], [-2.4, -2.2, -1.2], [2.0, -1.0, -0.3], [0.8, 1.9, 1.4], [-1.0, 1.5, -2.2], [-1.9, 1.9, 0.1], [-1.3, -1.5, -1.1], [-0.9, 2.7, 1.1], [2.1, 1.8, 1.2], [0.4, -2.7, 0.3], [1.4, 1.5, 1.2], [0.4, -0.1, -2.6], [0.7, -2.2, -0.9], [0.3, -1.5, -2.2], [2.7, 0.3, 0.5], [-1.0, 1.8, -1.1], [0.2, 0.1, -0.1], [0.7, -1.1, 1.4], [-0.2, 0.3, -0.2], [0.1, 0.0, 0.0], [-0.3, -0.3, 0.2], [1.1, 1.6, -0.8], [-4.3, -1.5, -2.3], [3.5, 0.5, 1.2], [0.2, -0.1, 0.1], [-0.5, -0.5, 0.4], [-0.4, 0.4, -0.5], [-0.3, 0.1, -0.2], [-0.1, 0.1, 0.0], [0.0, -0.1, -0.2], [0.0, 0.2, 0.2], [-0.1, 0.2, 0.2], [-0.1, 0.0, 0.0], [0.0, 0.1, 0.1], [-0.1, 0.2, 0.3], [0.0, 0.2, 0.2], [0.0, -0.2, -0.1], [-0.3, -0.2, 0.1], [-0.1, 0.0, 0.1], [0.1, -0.1, 0.3], [0.2, -0.3, 0.3], [0.0, -0.2, -0.1], [0.0, 0.0, -0.2], [0.1, 0.6, -0.4], [0.2, 0.3, -0.1], [-0.1, -0.1, -0.2], [1.3, 0.7, -1.4], [-0.2, -0.1, 0.3], [0.0, 0.0, -0.1], [0.4, 0.1, 0.2], [-2.0, -0.4, -0.7], [1.6, -1.6, 4.6], [-0.9, 0.5, -3.5], [0.1, -0.1, -0.2], [0.7, 0.3, 0.3], [-0.4, -0.3, 0.7], [-0.1, -0.1, 0.4], [-0.1, 0.1, 0.1], [0.0, -0.2, 0.1], [-0.1, 0.2, -0.1], [-0.1, 0.3, 0.0], [0.0, 0.0, 0.0], [-0.1, 0.1, -0.1], [-0.1, 0.3, 0.1], [-0.1, 0.2, -0.1], [0.1, -0.1, 0.1], [0.2, 0.1, 0.2], [0.1, 0.1, 0.0], [0.1, 0.2, -0.2], [0.3, 0.1, -0.3], [0.2, -0.2, 0.0], [0.0, -0.1, 0.0], [-0.4, -0.1, -0.1], [-0.3, 0.0, -0.2], [-0.2, -0.1, 0.0], [0.3, -0.4, -2.0], [-0.1, 0.1, 0.4], [-0.1, 0.0, -0.1], [0.4, 0.0, -0.2], [-1.9, -0.2, 0.8], [4.0, 0.3, 3.2], [-2.8, -1.1, -2.2], [-0.1, -0.1, -0.2], [0.7, 0.3, -0.3], [0.0, 0.2, 0.8], [0.1, 0.1, 0.3], [0.0, 0.1, 0.1], [0.1, -0.1, 0.1], [-0.2, 0.2, -0.1], [-0.1, 0.3, -0.1], [0.0, 0.0, 0.0], [-0.1, 0.1, -0.1], [0.0, 0.3, -0.1], [-0.1, 0.2, -0.1], [0.2, -0.1, 0.1], [0.3, 0.1, 0.0], [0.1, 0.1, 0.0], [0.0, 0.0, -0.3], [0.1, -0.1, -0.4], [0.1, -0.2, 0.0], [0.0, -0.1, 0.1], [-0.4, -0.1, 0.2], [-0.3, 0.0, 0.0]],
  "multiplicity": 4,
  "charge": 1,
  "gap_ev": [5.318, 5.907],
  "s2": 3.765
}